Record 1
{
  "formula": "C18H42F2O22P4",
  "method": "ωB97M-V/def2-TZVPD",
  "smiles": "O=C1OC[C@@H](F)O1.O=C1OC[C@@H](F)O1.COP(=O)(OC)OC.COP(=O)(OC)OC.COP(=O)(OC)OC.COP(=O)(OC)OC",
  "mol_weight_g_mol": 772.40,
  "homo_ev": -10.17,
  "species": ["O", "C", "O", "C", "C", "F", "O", "H", "H", "H", "O", "C", "O", "C", "C", "F", "O", "H", "H", "H", "C", "O", "P", "O", "O", "C", "O", "C", "H", "H", "H", "H", "H", "H", "H", "H", "H", "C", "O", "P", "O", "O", "C", "O", "C", "H", "H", "H", "H", "H", "H", "H", "H", "H", "C", "O", "P", "O", "O", "C", "O", "C", "H", "H", "H", "H", "H", "H", "H", "H", "H", "C", "O", "P", "O", "O", "C", "O", "C", "H", "H", "H", "H", "H", "H", "H", "H", "H"],
  "xyz": [[-2.698309, -1.620933, 4.356483], [-2.913308, -2.315706, 5.288196], [-2.870915, -1.950775, 6.588635], [-2.710945, -3.133683, 7.355412], [-3.322269, -4.200209, 6.451396], [-4.660711, -4.379955, 6.749468], [-3.233576, -3.645480, 5.186521], [-1.644381, -3.346853, 7.446265], [-3.239618, -3.112094, 8.301403], [-2.878165, -5.186495, 6.557545], [-0.966840, -0.243046, -7.901499], [-0.881674, 0.151406, -6.792191], [-0.180940, 1.227865, -6.370817], [-0.031770, 1.132495, -4.953054], [-1.181020, 0.212276, -4.549130], [-2.257658, 1.002061, -4.205035], [-1.498197, -0.454558, -5.722469], [0.969567, 0.726968, -4.795510], [-0.152757, 2.062934, -4.404354], [-0.985222, -0.435459, -3.699650], [4.204759, 3.283277, 1.584220], [3.629246, 1.972199, 1.368567], [4.534858, 0.740432, 1.718331], [5.965364, 0.816335, 1.459675], [4.191017, 0.531998, 3.263866], [4.915272, -0.412077, 4.052336], [3.756897, -0.387897, 0.942665], [3.891543, -1.776035, 1.177620], [5.270446, 3.234643, 1.792199], [3.666066, 3.734736, 2.414867], [4.035085, 3.866112, 0.682164], [4.245908, -0.982460, 4.689645], [5.562010, 0.157623, 4.730371], [5.596329, -1.022921, 3.466227], [3.742949, -2.269504, 0.218113], [3.114624, -2.169293, 1.840206], [4.855954, -2.050979, 1.598618], [-4.170512, -3.901139, 0.983636], [-3.519095, -5.114958, 0.569574], [-2.322522, -5.104516, -0.457519], [-1.613822, -6.377458, -0.545597], [-2.947836, -4.634671, -1.839773], [-3.355655, -5.555015, -2.850755], [-1.516384, -3.855144, 0.001914], [-0.191177, -3.530648, -0.438899], [-3.461020, -3.078132, 1.032849], [-4.504891, -4.070895, 2.008484], [-5.031939, -3.702315, 0.352655], [-3.172106, -5.021159, -3.782784], [-4.422695, -5.756917, -2.770544], [-2.799760, -6.489381, -2.866467], [-0.314721, -3.074655, -1.419647], [0.396033, -4.449003, -0.456559], [0.250146, -2.831719, 0.261297], [-2.094408, 2.237472, -0.453921], [-1.109929, 1.480574, 0.213802], [-1.057201, -0.099684, 0.055563], [-2.334843, -0.774947, 0.248178], [-0.439028, -0.306293, -1.394445], [0.753599, 0.417186, -1.694230], [0.117457, -0.504915, 1.006953], [0.054977, -0.319841, 2.435290], [-1.895362, 2.322060, -1.530167], [-2.068633, 3.264567, -0.089189], [-3.102364, 1.835901, -0.352265], [1.403651, -0.220177, -2.308083], [1.395943, 0.719077, -0.869213], [0.523316, 1.259991, -2.349730], [0.539054, -1.222446, 2.816359], [-0.969549, -0.453637, 2.786161], [0.570720, 0.577337, 2.751358], [1.928808, 5.198107, -4.788278], [2.073366, 5.396235, -3.377039], [0.910327, 4.964405, -2.419028], [0.222053, 3.732311, -2.802459], [1.576985, 4.959934, -0.997773], [1.509279, 3.724737, -0.261545], [-0.011857, 6.242626, -2.403547], [-0.783982, 6.584303, -1.270934], [2.452688, 6.002930, -5.300257], [0.884309, 5.263604, -5.092948], [2.357579, 4.247329, -5.094606], [1.595466, 3.910895, 0.805038], [2.327428, 3.088114, -0.598628], [0.564764, 3.221595, -0.455036], [-1.837350, 6.682162, -1.538933], [-0.449986, 7.534909, -0.858210], [-0.748940, 5.824354, -0.487407]],
  "atomic_forces_ev_per_a": [[-0.116, 0.119, 0.063], [-0.121, -0.050, -0.123], [0.146, 0.164, -0.052], [-0.096, -0.813, -0.456], [-0.654, 0.069, 0.733], [0.078, 0.129, 0.012], [0.452, -0.135, -0.187], [-0.014, 0.111, 0.386], [0.121, 0.365, 0.080], [0.237, 0.043, -0.483], [-0.032, 0.122, -0.190], [-0.166, 0.056, 0.328], [-0.216, 0.025, -0.045], [0.042, -0.302, 0.222], [0.307, 0.673, -0.023], [-0.113, -0.012, 0.109], [0.259, -0.391, -0.098], [-0.156, -0.165, 0.372], [0.126, 0.377, -0.473], [-0.105, -0.326, -0.229], [-0.330, 0.073, -0.026], [0.291, 0.327, -0.231], [-0.277, -0.701, 0.711], [0.451, 0.119, -0.158], [-0.380, -0.240, -0.115], [0.929, 0.789, 0.692], [-0.436, 0.376, -0.194], [-0.195, -0.689, -0.100], [0.017, -0.115, 0.011], [0.104, 0.060, 0.045], [0.080, -0.007, 0.031], [-0.247, -0.184, -0.373], [-0.086, -0.047, -0.083], [-0.235, -0.239, -0.126], [0.223, 0.002, 0.012], [-0.041, 0.409, 0.104], [0.166, 0.099, -0.175], [0.119, -0.127, 0.704], [0.101, -0.011, 0.027], [-0.543, -0.500, -0.213], [0.172, -0.216, 0.062], [0.170, 0.060, 0.074], [-0.097, 0.403, -0.545], [0.440, 0.678, 0.691], [-0.599, -0.557, -0.287], [-0.125, 0.147, -0.364], [-0.124, -0.114, -0.125], [0.097, 0.132, -0.166], [-0.109, -0.184, -0.103], [-0.020, -0.036, 0.125], [0.160, 0.055, 0.357], [0.480, 0.002, -0.076], [0.117, 0.082, -0.255], [-0.162, 0.107, 0.082], [-0.654, 0.725, -1.072], [0.466, -0.013, 0.569], [-0.847, 0.231, -0.252], [0.048, -0.047, -0.108], [0.294, -0.120, 0.599], [1.019, -0.105, -1.530], [0.490, 0.437, 0.008], [-0.308, -1.636, -0.064], [0.208, -0.265, 0.118], [0.048, -0.162, 0.341], [0.099, -0.165, 0.320], [-0.269, -0.255, 0.159], [-0.551, 0.022, 0.433], [-0.157, 0.263, 0.497], [0.376, 0.341, 0.202], [-0.078, 0.675, -0.026], [-0.129, 0.189, -0.071], [-0.148, 0.321, -0.447], [0.307, 0.029, -0.065], [-0.195, 0.356, -0.357], [-0.180, -0.544, -0.045], [0.013, -0.038, 0.454], [0.044, -0.481, -0.166], [0.183, 0.278, -0.189], [-0.805, 0.046, 0.626], [0.141, 0.001, 0.196], [-0.020, -0.191, 0.060], [-0.065, -0.096, 0.135], [0.092, 0.327, -0.087], [-0.069, -0.089, 0.174], [0.048, -0.036, 0.031], [0.128, 0.022, -0.294], [0.159, -0.043, -0.065], [0.222, 0.013, -0.043]]
}

Record 2
{
  "formula": "C18H43BrCl2P2V",
  "method": "ωB97M-V/def2-TZVPD",
  "s2": 0.78,
  "multiplicity": 2,
  "mol_weight_g_mol": 523.24,
  "homo_ev": [-5.70, -5.70],
  "species": ["V", "Cl", "P", "C", "C", "C", "C", "H", "C", "H", "H", "H", "H", "H", "H", "H", "C", "C", "H", "H", "H", "H", "H", "H", "C", "H", "C", "H", "H", "H", "H", "H", "H", "Cl", "H", "P", "C", "C", "C", "C", "H", "C", "H", "H", "H", "H", "H", "H", "H", "C", "C", "H", "H", "H", "H", "H", "H", "C", "H", "C", "H", "H", "H", "H", "H", "H", "Br"],
  "xyz": [[0.632891, 1.617087, -0.622661], [-1.326179, 0.421891, -0.618796], [1.881976, 0.370890, -2.483460], [0.899881, 0.940663, -3.907857], [3.405014, 1.345147, -2.297552], [2.211478, -1.407373, -2.736960], [-0.167310, 1.969446, -3.546056], [0.386102, 0.021078, -4.239151], [1.795074, 1.453254, -5.046015], [2.288477, 2.394426, -4.777484], [1.171387, 1.652539, -5.927142], [2.562612, 0.732694, -5.351203], [-0.937467, 1.552202, -2.887044], [-0.657255, 2.288918, -4.473216], [0.248343, 2.873068, -3.078215], [1.178237, -1.776936, -2.841674], [2.845396, -2.079536, -1.513980], [2.975427, -1.662753, -4.037676], [2.383562, -1.390479, -4.920248], [3.203592, -2.734850, -4.117832], [3.928561, -1.113337, -4.066517], [2.582011, -1.595845, -0.564188], [3.939243, -2.124887, -1.594629], [2.481853, -3.114225, -1.458708], [3.035550, 2.777448, -1.928540], [3.883879, 1.332104, -3.289898], [4.392966, 0.761144, -1.283781], [2.436248, 3.290529, -2.689942], [3.968050, 3.347830, -1.818103], [2.494849, 2.827778, -0.953547], [3.940098, 0.684769, -0.283449], [5.250073, 1.445493, -1.209772], [4.775240, -0.219873, -1.587015], [1.790560, 0.921386, 1.153662], [1.174563, 0.098969, -1.222645], [-2.433737, -0.625616, 2.636136], [-2.646407, -2.369340, 2.206098], [-1.537364, -0.237008, 4.177456], [-3.850270, 0.348422, 2.057758], [-1.350559, -2.842106, 1.519088], [-3.450578, -2.341854, 1.446738], [-3.107268, -3.291174, 3.342937], [-2.314071, -3.472342, 4.080928], [-3.370726, -4.261025, 2.888242], [-3.997319, -2.899996, 3.850114], [-1.157946, -2.240510, 0.623407], [-1.458891, -3.896488, 1.229824], [-0.484575, -2.752587, 2.192128], [-3.995868, -0.038871, 1.028391], [-3.490902, 1.844128, 1.945317], [-5.131745, 0.096834, 2.855737], [-5.534047, -0.901731, 2.663718], [-5.880835, 0.829291, 2.528893], [-4.972536, 0.216678, 3.933167], [-2.469807, 1.996213, 1.569520], [-3.619218, 2.352745, 2.910888], [-4.179553, 2.305837, 1.224955], [-0.320588, -1.155639, 4.406506], [-2.323806, -0.432383, 4.929410], [-1.101030, 1.241162, 4.208295], [-0.593044, -2.215309, 4.468427], [0.149803, -0.877235, 5.358069], [0.431332, -1.022331, 3.613718], [-0.416385, 1.467493, 3.377501], [-0.568477, 1.432050, 5.148064], [-1.954833, 1.925077, 4.163459], [0.076266, 3.916954, -0.363598]],
  "atomic_forces_ev_per_a": [[-0.823, -1.264, 0.370], [0.394, 0.273, -0.336], [-0.199, 1.128, 0.466], [-0.160, -0.264, -0.552], [0.488, -0.159, -0.329], [-0.180, 0.205, -0.082], [-0.228, 0.278, -0.209], [0.129, 0.226, -0.007], [0.048, -0.033, -0.276], [-0.099, -0.172, -0.016], [0.108, -0.023, 0.211], [-0.115, 0.185, 0.098], [0.209, 0.132, -0.153], [-0.005, -0.049, 0.100], [-0.078, -0.281, -0.154], [0.201, -0.063, 0.007], [0.022, -0.391, 0.164], [0.049, -0.254, -0.148], [0.170, -0.047, 0.196], [-0.022, 0.268, 0.016], [-0.231, -0.164, 0.025], [0.042, -0.049, -0.198], [-0.322, 0.082, 0.017], [0.127, 0.214, -0.001], [0.143, 0.331, 0.192], [-0.106, 0.039, 0.161], [0.195, -0.030, 0.236], [0.015, -0.197, 0.268], [-0.210, -0.045, 0.113], [0.731, 0.212, -0.637], [0.158, -0.030, -0.334], [-0.204, -0.173, -0.025], [-0.093, 0.273, 0.074], [0.282, 0.003, 0.158], [-0.234, -0.678, 0.478], [2.592, 0.895, -2.676], [-0.245, -0.218, 0.486], [-1.193, -0.187, 0.964], [-0.389, -0.080, 0.584], [-0.208, -0.391, 0.043], [0.267, 0.012, 0.228], [-0.065, -0.587, -0.502], [-0.226, 0.113, -0.148], [0.040, 0.067, 0.389], [0.229, -0.049, -0.068], [-0.009, -0.105, 0.263], [0.128, 0.037, -0.004], [-0.292, -0.031, -0.233], [0.199, 0.142, 0.452], [-0.304, -0.094, -0.156], [-0.361, 0.568, -0.354], [0.098, 0.046, 0.103], [-0.205, -0.142, 0.204], [-0.023, 0.023, -0.165], [-0.304, -0.087, 0.192], [0.074, -0.092, -0.259], [0.088, 0.048, 0.213], [-0.205, 0.147, -0.072], [0.840, 0.288, 0.658], [-0.076, -0.234, 0.052], [0.067, 0.227, -0.057], [-0.088, -0.043, -0.127], [-0.290, -0.013, 0.120], [-0.249, -0.120, 0.136], [-0.073, -0.014, -0.093], [0.225, -0.141, -0.017], [-0.243, 0.532, -0.046]]
}

Record 3
{
  "formula": "C18H43Cl2GaN6O6P",
  "method": "ωB97M-V/def2-TZVPD",
  "charge": -1,
  "mol_weight_g_mol": 611.18,
  "homo_ev": -3.38,
  "species": ["C", "C", "Cl", "C", "Cl", "Ga", "P", "N", "O", "H", "H", "H", "H", "H", "H", "H", "H", "C", "O", "N", "C", "C", "H", "H", "H", "H", "H", "H", "H", "C", "O", "N", "C", "C", "H", "H", "H", "H", "H", "H", "H", "C", "O", "N", "C", "C", "H", "H", "H", "H", "H", "H", "H", "C", "O", "N", "C", "C", "H", "H", "H", "H", "H", "H", "H", "C", "O", "N", "C", "C", "H", "H", "H", "H", "H", "H", "H"],
  "xyz": [[-1.304874, 2.600266, -4.394399], [-1.039318, 1.126143, -4.350603], [-0.511346, 0.537777, -5.939839], [-1.173868, 0.317110, -3.276753], [-0.817717, -1.393424, -3.469679], [-1.690707, 0.837298, -1.348714], [0.147193, 0.132663, -0.017772], [1.525427, 0.801870, -0.950596], [0.444415, -1.483817, -0.299508], [-0.448815, 3.111615, -4.836663], [-1.457209, 3.004703, -3.394421], [-2.206903, 2.792083, -4.979308], [-1.740577, 2.419211, -1.134759], [-3.087652, 0.188728, -0.946444], [1.227478, 1.746890, -1.193848], [1.493190, 0.317551, -1.851102], [-0.172340, -1.875984, -0.922381], [-2.377024, -3.914419, 0.591700], [-1.812934, -3.221797, -0.223336], [-1.779565, -4.553267, 1.616959], [-2.536105, -5.364071, 2.544547], [-0.338960, -4.421561, 1.816258], [-3.470113, -4.078156, 0.566829], [-2.442459, -4.976405, 3.561858], [-2.180363, -6.398100, 2.532548], [-3.588171, -5.355527, 2.265491], [-0.069730, -3.379254, 1.962951], [0.199551, -4.795277, 0.942759], [-0.057363, -4.997824, 2.694703], [6.283188, 1.148162, -1.534195], [5.662746, 2.173814, -1.721052], [5.794174, -0.097420, -1.680581], [6.618629, -1.262774, -1.460817], [4.398622, -0.285899, -2.074137], [7.347342, 1.152254, -1.230426], [6.682110, -1.867598, -2.368797], [6.204979, -1.883504, -0.661627], [7.623789, -0.955040, -1.176454], [4.221893, 0.190277, -3.039490], [3.720764, 0.161218, -1.344643], [4.195119, -1.351803, -2.152226], [2.308227, -2.415189, 3.752103], [1.165351, -2.101932, 3.477932], [3.376165, -2.185780, 2.968866], [4.708347, -2.585953, 3.355988], [3.177978, -1.502202, 1.692461], [2.569462, -2.922534, 4.699638], [5.367177, -1.716562, 3.422114], [5.127722, -3.283888, 2.626854], [4.679236, -3.074987, 4.328520], [2.739900, -0.516805, 1.847189], [2.496403, -2.060532, 1.053288], [4.142590, -1.396501, 1.198529], [-2.836915, -0.983596, 6.541456], [-2.568264, -2.101369, 6.947565], [-2.106806, -0.283908, 5.661873], [-2.491588, 1.043413, 5.227411], [-0.889724, -0.872593, 5.112176], [-3.736341, -0.438742, 6.881303], [-2.645351, 1.062708, 4.147368], [-1.714277, 1.767898, 5.478700], [-3.417022, 1.337396, 5.719989], [-1.113271, -1.791498, 4.578748], [-0.190824, -1.107293, 5.915124], [-0.433463, -0.169512, 4.422865], [-3.835625, 5.152362, -3.833624], [-4.301082, 4.805423, -2.772422], [-4.512078, 5.877090, -4.757804], [-3.913246, 6.266757, -6.014231], [-5.879248, 6.261719, -4.463845], [-2.809495, 4.910444, -4.150110], [-3.888839, 7.355369, -6.112192], [-4.474270, 5.854367, -6.856637], [-2.893234, 5.890700, -6.061580], [-5.918811, 6.868764, -3.558349], [-6.497281, 5.378250, -4.299328], [-6.277997, 6.832006, -5.299971]],
  "atomic_forces_ev_per_a": [[0.030, -0.129, 0.304], [0.012, -0.778, 0.908], [-0.042, -0.069, 0.009], [0.035, 1.033, -0.901], [0.009, -0.009, -0.052], [-0.249, -0.140, 0.025], [0.265, 0.193, 0.411], [-0.573, -0.273, -0.204], [0.350, 0.069, 0.158], [-0.083, 0.073, -0.158], [-0.062, -0.174, 0.088], [0.082, 0.086, -0.164], [0.180, 0.076, -0.117], [0.039, -0.110, -0.075], [0.261, 0.178, 0.110], [0.042, 0.051, -0.049], [-0.196, -0.116, -0.085], [-0.168, 0.086, 0.024], [0.100, -0.094, -0.225], [0.063, -0.236, 0.216], [0.141, 0.079, -0.009], [-0.238, 0.094, -0.243], [0.000, -0.017, 0.011], [-0.035, -0.026, 0.016], [-0.038, -0.018, 0.023], [-0.017, 0.005, -0.006], [0.063, 0.054, -0.011], [0.003, 0.000, 0.010], [0.009, 0.008, 0.027], [0.076, 0.034, -0.054], [-0.022, 0.036, -0.012], [-0.017, -0.196, 0.030], [-0.123, 0.052, -0.010], [0.154, 0.196, 0.069], [-0.004, -0.013, 0.025], [0.027, -0.030, 0.017], [0.031, -0.036, -0.005], [0.015, 0.007, 0.004], [-0.057, -0.023, -0.004], [0.010, -0.016, -0.053], [0.003, -0.008, 0.000], [-0.088, 0.043, 0.058], [0.210, -0.078, 0.104], [0.074, 0.005, -0.084], [-0.080, 0.076, -0.088], [-0.044, -0.006, 0.041], [0.008, -0.018, -0.012], [0.038, -0.023, 0.015], [0.037, -0.012, 0.024], [-0.008, -0.007, 0.013], [-0.038, 0.025, -0.046], [-0.070, 0.021, -0.052], [0.006, 0.008, 0.010], [-0.053, -0.013, 0.046], [0.013, -0.017, 0.007], [0.080, 0.104, -0.048], [0.050, -0.105, -0.045], [-0.193, 0.041, 0.132], [-0.001, 0.002, -0.007], [-0.003, 0.037, -0.005], [-0.017, 0.030, -0.009], [-0.014, -0.005, 0.010], [0.026, -0.025, -0.038], [0.024, -0.025, -0.024], [0.012, -0.027, -0.060], [0.049, 0.020, -0.016], [-0.103, 0.041, 0.067], [-0.001, 0.071, -0.124], [-0.140, 0.002, 0.083], [0.075, -0.065, 0.046], [0.038, -0.014, 0.035], [0.033, -0.002, -0.036], [0.039, 0.006, -0.033], [0.016, -0.014, 0.003], [-0.031, 0.003, 0.001], [-0.026, 0.014, 0.007], [0.006, 0.008, -0.021]]
}